C4H7NO2 in the gas phase. Source: OMol25; level of theory: ωB97M-V with the def2-TZVPD basis set.

Energy above the lowest of the compared OMol25 structures with the same formula, charge and spin = 2.923 eV
LUMO energy = 0.029 Ha
Gap between HOMO and LUMO = 10.63 eV
HOMO = -9.8 eV

The geometry in ORCA input format:
```
! RIJCOSX wB97M-V def2-TZVPD def2/J DEFGRID3
* xyz 0 1
C 0.1422 -1.3627 -1.7700
N 0.9898 -0.5275 -1.3420
C 0.8592 -0.1350 0.0425
O 1.1945 1.2377 0.2219
C -0.1724 1.5878 0.4783
C -0.5878 0.1148 0.5726
O -0.9594 -0.4190 1.8122
H 0.1838 -1.6896 -2.8079
H -0.6603 -1.7789 -1.1472
H 1.5271 -0.7755 0.6388
H -0.6117 2.1002 -0.3867
H -0.3007 2.1908 1.3814
H -1.3961 -0.1566 -0.1105
H -0.2082 -0.3865 2.4165
*
```

Results of the Mulliken charge analysis, in e, for atoms 1 through 2: number 1, C, carries -0.35; number 2, N, carries -0.47